[1]
Computed, not measured: the molecule C4H12N2, with ωB97M-V/def2-TZVPD.

The geometry in XYZ format:
```
18
Properties=species:S:1:pos:R:3:forces:R:3:lowdin_charge:R:1
N 0.03821 0.06382 -2.25135 -1.2632 0.3746 -1.5296 -0.064
N -0.51451 -0.22894 0.45444 0.6687 1.4948 -0.7565 -0.343
C 0.23343 0.97366 -0.03286 1.9157 -0.0496 1.6781 -0.247
C 0.19539 -1.49791 0.38180 0.7301 0.0492 -1.3282 -0.141
C 1.05652 0.72673 -1.36941 -2.9530 -3.0977 2.9245 -0.224
C -1.00468 0.07096 1.80963 -1.2184 1.2907 -0.2884 -0.140
H 1.43486 1.68822 -1.67272 0.2935 -0.1083 -0.7352 0.090
H -1.83170 -0.65153 2.18086 1.8326 0.8843 -0.4752 0.106
H -0.37612 -0.84503 -1.91690 1.2485 1.6659 -0.0804 0.038
H 0.98487 1.36934 0.80720 -1.1468 -0.8730 -1.2679 0.131
H 1.84184 -0.07923 -1.06463 -1.0004 1.7514 -1.0676 0.115
H 1.34695 -1.32243 0.77108 -2.7530 -1.2401 -0.4684 0.128
H -0.84560 0.63986 -2.41897 1.9956 -0.5960 0.4602 0.089
H -1.53765 1.08578 1.72837 0.6071 -1.3874 0.1355 0.092
H -0.60276 -2.01940 0.95081 1.7553 -1.1814 0.1224 0.072
H -0.50528 1.77034 -0.09656 0.0110 0.1398 -0.5004 0.092
H -0.14151 0.29173 2.49770 -0.7996 -0.7479 -0.0523 0.083
H 0.22773 -2.03596 -0.75847 0.0761 1.6308 3.2294 0.124
```
Positions in Å, forces in eV/Å.

Results
energy above the lowest of the compared OMol25 structures with the same formula, charge and spin: 282.5 kJ/mol
HOMO-LUMO gap: 9.6 eV

[2]
Computed, not measured: a cluster of 5 separate species, C11H22Br8FNO3S in total, with ωB97M-V/def2-TZVPD.

The geometry in XYZ format:
```
47
Properties=species:S:1:pos:R:3:forces:R:3:lowdin_charge:R:1
Br -3.64018 1.72988 0.58275 -0.0222 -0.0450 0.0022 0.643
Br -3.19188 -9.07081 -2.23445 -0.1019 0.0325 0.0000 0.591
Br 0.42932 2.59831 -2.79013 0.0979 0.2350 -0.1113 0.703
Br -2.00787 -0.04158 3.40081 -0.3495 0.1258 0.0246 0.689
Br -3.63837 -5.94578 -0.32304 0.0832 -0.0250 0.0148 0.584
Br 2.32580 3.25164 0.30153 -0.1179 -0.1086 -0.2175 0.600
Br 4.19178 5.57531 2.48652 0.0913 0.0153 0.0926 0.579
Br 6.26967 3.56620 0.19021 0.0444 0.1134 0.0472 0.591
S -0.38298 -2.20217 -2.24128 -3.1171 -2.2453 -5.4399 0.762
F 0.87728 -3.07468 -1.57086 -1.8804 1.9679 -0.7538 -0.198
O 0.05666 -1.35132 -3.38631 0.2647 -1.1059 4.3274 -0.287
O 0.97974 -1.48987 0.85182 -0.2954 2.5002 -2.7651 -0.215
O -1.32735 -3.23636 -2.79019 2.6077 1.9505 2.8228 -0.334
N -1.25947 -1.32101 -1.07764 1.7318 0.1954 -0.5991 -0.112
C 0.91096 -0.35433 -0.10297 -0.7193 0.5442 3.3779 -0.216
C -4.17695 0.10229 1.51149 -0.1235 0.2148 -0.0795 -0.672
C 1.06504 -0.03952 1.51817 0.1916 -4.9621 -2.6559 -0.024
C -0.62405 -0.02710 -0.71084 2.8738 -0.4353 1.5464 -0.198
C 0.16927 3.97550 -1.43543 -0.0682 0.0765 -0.3060 -0.662
C -3.90192 0.20316 2.98987 0.0664 -0.2909 0.1969 -0.670
C 6.71769 4.34625 1.91883 0.1113 -0.2956 -0.1222 -0.694
C -2.78163 -6.23979 -2.04939 -0.1688 0.2806 -0.0677 -0.700
C 1.48801 4.50438 -0.93216 0.0650 0.0261 0.3443 -0.670
C 5.56208 4.24791 2.88293 -0.0547 0.2550 0.1389 -0.689
C -3.53331 -7.25857 -2.86744 0.1865 -0.1912 -0.1079 -0.696
H -1.18786 0.40677 0.16585 0.4162 -0.4432 -1.2877 0.056
H 5.07392 3.27463 2.87182 0.1027 0.0860 -0.0900 0.050
H 7.03634 5.36994 1.73213 -0.1189 -0.0774 0.0742 0.051
H -4.40835 -0.59832 3.52930 0.0144 0.0593 -0.1099 0.061
H -4.19517 1.16181 3.41332 0.0437 -0.0715 -0.1181 0.053
H -0.47576 0.68877 -1.56732 -0.6613 -1.0965 0.9630 0.000
H -3.65943 -0.72694 1.03164 -0.0416 0.0692 0.1099 0.045
H 7.56776 3.76552 2.27961 -0.1102 0.0507 0.0300 0.057
H 5.89094 4.47365 3.89785 0.0208 -0.0209 -0.1012 0.057
H 1.83388 -0.11952 -0.78617 -1.8141 -0.6818 1.4653 0.154
H -2.79435 -5.26731 -2.54219 0.0443 -0.0946 0.0319 0.034
H -4.61188 -7.11427 -2.84962 0.1278 0.0408 0.0697 0.050
H 2.20648 4.69659 -1.72721 -0.1376 -0.0644 0.0346 0.057
H -3.18668 -7.24977 -3.90157 0.0127 0.0653 0.1175 0.059
H -5.24775 0.01199 1.32729 0.0904 -0.0148 0.0651 0.062
H -0.39438 4.76342 -1.93704 0.0865 -0.0416 0.0585 0.060
H 0.15764 -0.28908 2.16172 1.4760 1.9451 -0.6541 -0.002
H -0.44689 3.53804 -0.65136 0.1379 0.0447 -0.0065 0.048
H 2.11667 -0.26498 1.85228 -1.1950 1.7270 0.3236 0.107
H 1.33904 5.41718 -0.35403 -0.0427 -0.0690 -0.0636 0.061
H -1.44052 -1.86066 -0.22147 0.2907 -0.2137 -0.5723 0.117
H -1.75099 -6.52537 -1.84764 -0.1397 -0.0270 -0.0500 0.056
```
Positions in Å, forces in eV/Å.

Results
energy above the lowest of the compared OMol25 structures with the same formula, charge and spin: 242.1 kJ/mol
HOMO-LUMO gap: 9.9 eV

[3]
Computed, not measured: a cluster of 2 separate species, C27H56BrF3N10O4P in total, with ωB97M-V/def2-TZVPD.

The geometry in XYZ format:
```
102
Properties=species:S:1:pos:R:3:forces:R:3:lowdin_charge:R:1
Br 2.22690 -3.27890 2.35638 0.1110 -0.0606 -0.0797 0.781
P -2.69821 4.25178 0.00010 -4.9949 3.8727 1.7522 0.709
F 1.06793 -5.84093 0.53608 0.6813 -0.0337 0.3895 0.147
F -0.98198 -6.25425 0.10303 -0.6963 -0.2393 0.3356 0.217
F 0.49966 -6.48357 -1.42660 0.3370 -0.3596 -0.5430 0.176
O -3.46402 2.98041 0.32304 3.3089 -1.0729 -1.2644 -0.311
O -1.86578 -1.95756 2.06638 -0.2401 -0.0301 -0.2175 0.011
O 6.81922 -2.76057 -2.10873 0.0557 0.0869 0.0101 -0.005
O -0.12252 -4.47057 -0.74111 0.1974 0.4065 -0.1685 0.075
N 1.07796 1.77617 0.68825 0.5308 -0.3410 -0.1292 0.090
N -3.90400 5.00219 -0.99570 0.1519 -0.1899 -0.0312 -0.335
N 2.57393 -1.41057 0.28494 1.2210 0.4274 0.0707 -0.072
N -3.13349 -0.23229 -1.15704 0.0868 0.3873 0.2702 -0.036
N 3.21521 -2.21559 -1.83531 0.4861 0.3039 0.6292 0.201
N 1.23228 0.02473 2.29518 0.0040 0.2798 0.2276 0.109
N -1.43247 5.27080 -0.64962 0.8886 -2.6766 -0.8069 -0.270
N 1.00541 -2.47480 -1.15279 0.9075 -0.1283 -0.7986 -0.003
N 2.97677 1.57117 2.12440 -0.0228 -0.3766 0.2323 0.096
N -2.69556 4.95262 1.58180 0.5221 -0.3451 -0.1366 -0.297
C 4.40191 -1.42560 2.02711 0.4270 -1.0713 0.0906 -0.258
C 3.41408 -2.20118 1.18543 -0.6134 0.1190 0.0903 -0.633
C -1.21257 -1.57730 -1.74835 0.2272 0.5703 0.0020 -0.130
C 4.63086 -1.85670 -1.73674 0.5962 -0.3137 -0.4324 -0.048
C -0.09398 4.68780 -0.36529 -0.0290 0.3016 0.5484 -0.140
C -2.52025 6.36231 1.88335 0.3406 0.2986 -0.1771 -0.128
C 2.31618 -2.03106 -0.92274 -1.0194 -0.1406 0.0793 -0.260
C -4.55875 6.23781 -0.60690 0.2958 0.3690 -0.0935 -0.137
C 5.03693 -4.42927 -1.78762 0.3939 0.3283 0.2328 -0.012
C -4.94499 -4.02143 0.19865 0.3108 -0.2327 0.1323 -0.082
C -4.72864 -2.67935 -0.09183 0.0178 -0.3045 0.1610 -0.027
C -1.45039 5.55162 -2.10126 -0.1914 0.2670 -0.1461 -0.121
C -4.87667 4.09820 -1.60095 -0.0410 -0.1860 0.0843 -0.141
C 0.27859 -1.58788 -2.10632 -1.0449 0.0407 0.5021 -0.121
C -1.69977 -0.18936 -1.34954 -0.4531 0.2590 -0.6308 -0.239
C 1.98004 0.83342 1.37892 0.0279 0.3371 -0.3109 -0.651
C -3.46212 -0.49558 0.23057 -1.0260 -0.3743 0.4310 -0.174
C -3.10197 -3.98833 1.72488 -0.1423 -0.1000 -0.1628 -0.032
C 5.60577 -3.04482 -1.46094 -0.3899 0.0121 -0.0127 -0.404
C -4.12230 -4.69677 1.10375 -0.0710 0.8696 -0.1723 -0.078
C -2.89672 -2.64156 1.43154 -0.1685 -0.0530 0.0908 -0.268
C 0.11706 -5.74677 -0.38302 -0.4389 0.1564 -0.0785 -0.772
C -3.70859 -1.95468 0.52160 0.5015 -0.4589 0.2468 -0.152
C 2.71131 0.05341 0.22469 -0.7483 0.2406 -0.1921 -0.071
C -2.04076 4.14564 2.60697 -0.1813 -0.4350 0.0138 -0.145
C 0.92080 -3.87818 -1.52244 -0.6550 -0.0943 0.3736 -0.128
C 5.34520 -2.41235 2.75847 0.0267 0.2583 -0.1287 -0.094
H 0.63939 -0.56260 -2.04417 0.3650 0.0082 0.1342 0.113
H 4.65646 -4.88359 -0.87715 -0.3563 -0.1266 -0.0247 0.086
H 3.95054 -2.95413 0.61686 -0.0057 -0.1960 0.0037 0.068
H 1.79302 -0.36439 3.03663 0.0342 -0.1770 -0.0506 0.054
H 0.62568 -3.99912 -2.56486 0.1317 0.0149 -0.1722 0.150
H -1.53280 4.64709 -2.70794 0.0425 -0.0008 -0.0582 0.084
H -3.84393 7.05765 -0.51894 0.0295 -0.0626 0.0899 0.068
H 0.62234 2.31290 1.41824 -0.2732 -0.0150 -0.0608 0.068
H -5.34384 4.59161 -2.45630 0.0495 0.1109 0.0375 0.082
H 0.65520 -0.67592 1.85029 -0.0604 -0.0810 0.0707 0.055
H 5.01276 -0.82945 1.35299 -0.1002 0.4213 0.0550 0.107
H 0.36327 1.23324 0.21348 -0.2551 0.1726 0.0625 0.045
H -5.66643 3.80183 -0.90097 0.0071 -0.0558 -0.0253 0.086
H -2.24815 3.08604 2.45488 -0.0237 0.0448 -0.0863 0.067
H 5.86479 -5.05214 -2.10884 0.0528 -0.1451 -0.1088 0.096
H -4.39840 3.19440 -1.97283 -0.0006 -0.0058 0.0578 0.059
H -1.82880 -1.87985 -2.58748 -0.0553 -0.2720 -0.0735 0.125
H 0.68873 5.38522 -0.66001 -0.0452 0.0604 -0.0103 0.084
H -2.45980 -4.48597 2.44018 0.1128 0.0093 0.0447 0.114
H 2.52012 2.29540 2.66518 0.0827 0.0208 0.1259 0.087
H -5.74127 -4.57246 -0.27781 -0.1328 0.0909 -0.1148 0.099
H 3.63687 2.01131 1.49946 -0.0548 0.1834 -0.0395 0.082
H 5.06530 -3.44999 2.60741 -0.1267 -0.1210 0.0784 0.051
H -4.38346 0.04329 0.44373 -0.0913 0.0641 0.1082 0.130
H 5.33241 -2.20409 3.82134 0.0485 -0.1389 0.1619 0.080
H -1.51548 0.54473 -2.13807 0.2962 -0.1081 -0.1926 0.124
H -1.50211 6.72967 1.69448 0.0016 -0.0335 0.0082 0.082
H -5.12358 6.14044 0.32855 0.0063 0.0514 -0.0037 0.091
H 2.93429 -2.65104 -2.70390 -0.1608 -0.0781 -0.0122 0.175
H 4.80363 -1.07853 -1.00664 -0.3363 0.1060 0.1569 0.114
H -0.94768 4.28694 2.62070 -0.0362 0.0765 0.0825 0.063
H -2.41732 4.40763 3.59705 -0.0275 0.0799 -0.0279 0.083
H -0.52288 6.06198 -2.36787 0.0797 -0.1067 0.1432 0.082
H -5.38192 -2.19312 -0.80170 0.0163 0.1679 -0.0686 0.116
H -1.78490 -2.33235 2.94757 0.1819 -0.0068 0.0750 0.103
H 3.90456 -0.82023 2.77034 -0.1245 0.4741 -0.2414 0.087
H 0.02478 4.50206 0.70353 -0.0881 0.0125 -0.0123 0.049
H -5.25197 6.54669 -1.39177 -0.0389 -0.1443 -0.0139 0.083
H -2.71979 -0.12249 0.93356 0.1492 0.1906 -0.0343 0.106
H 2.20309 0.38143 -0.68025 -0.0010 -0.1094 -0.1842 0.113
H 6.73702 -2.94415 -3.05114 0.0592 -0.0438 -0.0521 0.108
H 1.85394 -4.39994 -1.32217 0.1649 0.0265 0.0141 0.132
H 5.84320 -3.01775 -0.40147 0.1880 -0.0348 0.1159 0.129
H -2.26171 6.22083 -2.36456 -0.1351 -0.1153 0.0998 0.072
H -2.73626 6.52358 2.94137 0.0133 -0.1430 0.0143 0.086
H -4.29329 -5.73682 1.32797 0.0266 -0.1250 0.0474 0.104
H -3.55149 0.66031 -1.38070 0.2016 0.1160 -0.0987 0.093
H -1.38415 -2.23410 -0.90316 -0.0950 -0.3135 -0.0632 0.105
H 6.36954 -2.30752 2.41494 0.1357 0.0873 -0.0361 0.075
H 4.27631 -4.42241 -2.56335 -0.0549 -0.1333 -0.1347 0.072
H 0.06770 3.74446 -0.89224 0.0745 0.0422 -0.0677 0.064
H -3.21182 6.99528 1.34055 0.0483 -0.0776 -0.1034 0.047
H 4.91640 -1.44209 -2.69961 -0.0881 0.0557 -0.1693 0.143
H 0.41601 -1.92890 -3.13512 0.2792 -0.0803 -0.0637 0.124
H 3.73670 0.39513 0.10127 0.2242 -0.0850 0.2481 0.106
H -1.19832 0.18167 -0.44621 0.1764 -0.1264 0.0867 0.094
```
Positions in Å, forces in eV/Å.

Results
total charge: +1
HOMO-LUMO gap: 6.1 eV

Number 1: calculated total energy -7320.101 eV, HOMO -0.315 Eh. Number 2: calculated total energy -593284.572 eV, HOMO -0.363 Eh. Number 3: calculated total energy -139474.757 eV, HOMO -0.371 Eh.